# 1
{"formula": "C4H12O3", "method": "the ωB97M-V functional and the def2-TZVPD basis", "largest_force_ev_per_a": 4.31, "gap_ev": 10.79, "lumo_ev": 0.7, "relative_energy_kcal_mol": 31.7, "total_energy_ha": -385.27119, "elements": ["H", "O", "H", "C", "C", "H", "H", "H", "C", "O", "C", "H", "O", "H", "H", "H", "H", "H", "H"], "xyz": [[0.40656, -2.05171, 1.73342], [2.08918, 2.54266, -1.00828], [3.01402, 2.54667, -1.23848], [0.13250, -0.25029, 0.27870], [-0.72909, -2.14803, 1.61233], [-1.96510, 0.08214, 2.08882], [-1.08684, -1.85494, 2.56826], [1.75631, 2.25949, -0.17896], [-1.15574, -1.04825, 0.58768], [2.46614, 1.25192, -3.53910], [-2.29775, -0.30199, 1.12603], [-1.12601, -3.14203, 1.28075], [0.55955, 0.78010, 0.85683], [2.11523, 1.53072, -2.71206], [-3.23774, -1.01348, 1.20348], [0.63089, -0.46608, -0.68154], [2.29678, 2.11769, -4.12422], [-1.38943, -1.43376, -0.40870], [-2.47947, 0.59918, 0.55504]]}

***

# 2
{"formula": "C4H12O3", "method": "the ωB97M-V functional and the def2-TZVPD basis", "largest_force_ev_per_a": 0.62, "gap_ev": 10.68, "lumo_ev": 0.5, "relative_energy_kcal_mol": 15.3, "total_energy_ha": -385.29745, "elements": ["H", "H", "C", "C", "H", "O", "H", "H", "H", "O", "H", "C", "H", "H", "H", "H", "O", "C", "H"], "xyz": [[-2.39139, -0.82447, 0.33491], [1.48832, 1.38305, -1.66314], [-0.55122, -0.55650, 1.44502], [-1.37175, -0.48385, 0.15870], [1.41346, -1.07884, 3.01341], [1.59376, 0.58084, -2.18882], [-0.71882, -1.53464, 1.90558], [-0.48937, 0.78830, -2.16786], [1.65118, 0.88631, -3.10120], [-1.40353, 0.89638, -1.87860], [-0.92514, 0.16865, 2.16488], [-1.39434, 0.91081, -0.45805], [-0.93161, -1.15620, -0.57225], [1.24733, -0.65959, 0.25061], [-0.58975, 1.54251, -0.07186], [1.23012, 0.68478, 1.40694], [1.72172, -1.19947, 2.10513], [0.95293, -0.35962, 1.25891], [-2.27631, 1.48677, -0.17477]]}

***

# 3
{"formula": "C4H12O3", "method": "the ωB97M-V functional and the def2-TZVPD basis", "largest_force_ev_per_a": 5.60, "gap_ev": 10.96, "lumo_ev": 0.7, "relative_energy_kcal_mol": 53.8, "total_energy_ha": -385.23609, "elements": ["H", "O", "H", "O", "H", "O", "H", "H", "H", "C", "H", "H", "C", "H", "H", "H", "H", "C", "C"], "xyz": [[3.97790, -0.74560, -0.32678], [0.07281, -0.45681, -2.33803], [0.43143, -0.87026, -0.05909], [3.39650, -1.29105, 0.24683], [0.98491, 0.55151, 0.94719], [-1.75015, 1.71915, 0.43863], [-1.03189, 2.30196, 0.58376], [-0.28537, 1.38452, -1.53935], [1.34026, 0.92972, -1.80951], [0.36782, 0.15884, 0.14729], [-0.56655, -1.10690, -1.92454], [-1.83472, -0.06509, -0.49198], [-1.21640, 0.38187, 0.36883], [-1.01451, -1.37008, 1.92937], [2.69770, -1.58710, -0.30637], [-1.65904, 0.41930, 2.49289], [-2.65177, -0.54455, 1.47728], [0.38301, 0.58211, -1.43775], [-1.64195, -0.39155, 1.60133]]}

***

# 4
{"formula": "C4H12O3", "method": "the ωB97M-V functional and the def2-TZVPD basis", "largest_force_ev_per_a": 1.98, "gap_ev": 10.22, "lumo_ev": 0.7, "relative_energy_kcal_mol": 28.5, "total_energy_ha": -385.27638, "elements": ["H", "O", "H", "O", "H", "H", "H", "C", "H", "O", "H", "H", "H", "C", "H", "C", "H", "C", "H"], "xyz": [[0.91601, 0.21919, 2.54181], [0.59917, -2.60568, 1.47916], [-0.95815, -0.65047, -1.54570], [0.77117, -1.35535, -2.41935], [1.16244, 1.74739, 1.65549], [-1.52612, 1.79632, -0.53055], [0.91722, -2.60394, 0.57072], [0.65359, 0.23753, -0.55631], [-2.55242, 2.85580, -0.28129], [-2.48344, 1.91953, -0.52264], [-0.42325, 1.31269, 2.36946], [1.64456, 0.70572, -0.62431], [-0.72730, -0.54093, 0.84162], [0.03348, -0.29430, -1.81057], [-0.17334, 0.47861, -2.57100], [-0.00976, 0.24292, 0.59349], [0.05063, -3.37938, 1.62392], [0.46115, 0.93038, 1.84433], [1.64437, -1.01603, -2.65827]]}

***

# 5
{"formula": "C4H12O3P", "method": "the ωB97M-V functional and the def2-TZVPD basis", "largest_force_ev_per_a": 1.12, "gap_ev": 11.19, "lumo_ev": -4.0, "total_charge": 1, "relative_energy_kcal_mol": 2.7, "total_energy_ha": -726.28473, "elements": ["P", "H", "O", "H", "H", "H", "H", "C", "C", "H", "H", "H", "C", "O", "C", "H", "O", "H", "H", "H"], "xyz": [[-1.56475, 1.07565, 0.73167], [3.06307, -1.23500, 0.34023], [-2.64053, -0.87872, -0.56555], [-0.75926, -1.19596, 0.22964], [-1.59360, -1.65479, -1.96095], [-2.40467, 1.69426, -0.19767], [2.11275, 1.04398, 1.10125], [2.01439, 0.63316, 0.10693], [0.73337, 1.20533, -0.47634], [2.84131, 0.99814, -0.48693], [-1.96418, 1.35737, 2.03344], [1.38703, -1.27470, 0.89031], [-1.69778, -0.72734, 0.48326], [-2.27176, -2.00059, -1.35307], [2.06254, -0.88964, 0.13978], [0.98187, 2.07977, -1.05331], [-0.14140, 1.68956, 0.61017], [0.21997, 0.51305, -1.13517], [-2.11562, -1.16411, 1.38259], [1.73723, -1.26941, -0.82028]]}

***

# 6
{"formula": "C4H12O4", "method": "the ωB97M-V functional and the def2-TZVPD basis", "largest_force_ev_per_a": 4.45, "gap_ev": 10.46, "lumo_ev": 0.7, "relative_energy_kcal_mol": 53.4, "total_energy_ha": -460.49753, "elements": ["H", "H", "C", "O", "H", "C", "C", "H", "H", "H", "H", "O", "H", "O", "H", "O", "H", "C", "H", "H"], "xyz": [[0.49176, -0.73259, -1.96581], [-1.90911, 1.06681, 3.32327], [-1.37128, -0.19287, 1.57591], [-0.31981, 1.78979, 2.33571], [-1.52677, -1.13329, 1.92651], [0.81549, -1.48730, 0.61715], [-1.22817, 1.00492, 2.50545], [0.48498, 0.67618, 0.91465], [1.61132, -1.33258, -2.46576], [-0.57171, 1.02112, -0.69102], [1.43020, -1.39595, -0.29205], [-0.41167, 0.06495, -0.66816], [1.67829, 1.73097, -2.67553], [0.82759, 2.13795, -2.34879], [-2.23711, 0.06123, 0.91346], [0.98628, -0.63952, -2.75189], [0.19649, 1.68070, -2.96364], [-0.05932, -0.21549, 0.65463], [-0.01339, -2.30978, 0.43854], [1.12594, -1.79526, 1.61739]]}

***

# 7
{"formula": "C4H12O7Zn", "method": "the ωB97M-V functional and the def2-TZVPD basis", "largest_force_ev_per_a": 1.30, "gap_ev": 8.06, "lumo_ev": -0.3, "relative_energy_kcal_mol": 16.8, "total_energy_ha": -2465.71265, "elements": ["H", "O", "H", "O", "H", "C", "H", "O", "H", "O", "C", "C", "O", "O", "H", "H", "H", "H", "Zn", "H", "H", "H", "O", "C"], "xyz": [[3.44923, 2.39327, -1.06138], [-2.05207, 0.95313, 1.24463], [-2.53506, -2.72317, -1.61805], [-0.97585, 0.95573, -1.48288], [-2.31873, 0.72076, 2.13811], [-0.49684, -2.57357, -0.99211], [1.32685, -0.04421, 2.49556], [0.41331, -2.93304, -1.70286], [-0.99618, 0.37841, -2.25317], [1.77661, 0.50874, -0.21853], [1.77627, 1.72101, 0.13001], [3.00076, 2.55361, -0.08514], [0.40440, -0.25035, 2.31412], [0.77168, 2.23586, 0.72607], [-0.97185, 1.86753, -1.78943], [0.17153, -1.01883, 2.84294], [2.78562, 3.60888, 0.06311], [-1.76837, -4.30797, -1.45638], [-0.26862, 0.29280, 0.35446], [3.74184, 2.25817, 0.66456], [-2.27324, -3.38326, -0.02259], [-2.64550, 1.64399, 0.93921], [-0.48479, -1.54087, -0.21101], [-1.83103, -3.31662, -1.01924]]}

***

# 8
{"formula": "C4H12OS", "method": "the ωB97M-V functional and the def2-TZVPD basis", "largest_force_ev_per_a": 3.85, "gap_ev": 9.68, "lumo_ev": 0.6, "relative_energy_kcal_mol": 50.8, "total_energy_ha": -632.94616, "elements": ["H", "H", "C", "H", "H", "H", "O", "C", "C", "H", "H", "H", "H", "H", "C", "S", "H", "H"], "xyz": [[-2.10956, 2.24625, -1.57102], [-2.75489, -0.19044, -0.13776], [3.61513, -0.87001, 0.11253], [-2.84072, 3.27001, -0.46980], [2.82768, -3.02329, -0.14305], [-4.18741, 1.33556, -1.99968], [-3.63568, 0.05295, -0.43569], [-2.67935, 2.22430, -0.74476], [2.75198, -2.04151, 0.58317], [4.25679, -0.44158, 0.84414], [-2.06076, 1.86628, 0.09790], [-4.69569, 1.56102, -0.22693], [4.28332, -1.04178, -0.75348], [1.61710, -1.84516, 0.44399], [-3.85100, 1.31156, -0.86615], [3.12404, -2.72787, 2.34146], [2.88026, -0.00920, -0.12070], [3.45875, -1.67708, 3.04583]]}

***

# 9
{"formula": "C4H12OS", "method": "the ωB97M-V functional and the def2-TZVPD basis", "largest_force_ev_per_a": 1.39, "gap_ev": 9.28, "lumo_ev": 0.8, "relative_energy_kcal_mol": 24.4, "total_energy_ha": -632.98823, "elements": ["O", "H", "S", "C", "C", "H", "H", "H", "H", "H", "H", "H", "H", "C", "C", "H", "H", "H"], "xyz": [[-2.68926, 0.23841, 2.80875], [0.23072, -0.94683, -1.30344], [2.24295, -2.21625, -1.13509], [1.23019, -0.85093, -1.71912], [-2.75951, 1.17830, 0.59235], [-1.42600, 1.74779, 2.17564], [4.20247, -1.01197, -0.56908], [1.18420, -0.87733, -2.80910], [-2.24046, 0.27677, 3.65649], [-3.10734, 2.28245, 2.39576], [4.61110, -2.33782, -1.63774], [3.89735, -0.86306, -2.35377], [-3.42298, 1.95354, 0.22748], [-2.46679, 1.44631, 2.09928], [3.91908, -1.51391, -1.48797], [-1.78038, 1.13170, 0.11669], [-3.23416, 0.21335, 0.43943], [1.60881, 0.14947, -1.49656]]}

***

# 10
{"formula": "C4H12OS2", "method": "the ωB97M-V functional and the def2-TZVPD basis", "largest_force_ev_per_a": 0.85, "gap_ev": 9.36, "lumo_ev": 0.7, "relative_energy_kcal_mol": 2.5, "total_energy_ha": -1031.21379, "elements": ["H", "H", "C", "H", "H", "H", "H", "H", "H", "C", "O", "H", "C", "H", "H", "C", "S", "H", "S"], "xyz": [[2.83513, 3.00209, -1.69608], [-1.54299, -0.85372, 1.03756], [-0.55392, -1.19890, 0.76319], [0.50098, -1.95143, -0.96191], [-1.29645, -2.24918, -0.92997], [-3.81789, -1.88747, 4.07978], [2.35510, 1.95192, -3.02208], [-0.61356, -0.69026, -1.34347], [2.77124, 0.89223, -0.59797], [2.05029, 2.34377, -2.04797], [-3.46491, -1.07464, 3.70115], [-0.40330, -2.10542, 1.35253], [1.85737, 1.17027, -1.10062], [1.55449, 0.28413, -1.62953], [1.12793, 2.90135, -2.21273], [-0.47602, -1.56616, -0.71488], [0.59675, 1.53718, 0.15196], [-4.19321, -0.43995, 3.78161], [0.71297, -0.06580, 1.38944]]}

***

# 11
{"formula": "C4H12OS2", "method": "the ωB97M-V functional and the def2-TZVPD basis", "largest_force_ev_per_a": 2.10, "gap_ev": [10.24, 6.27], "lumo_ev": [-4.6, -8.3], "spin_multiplicity": 2, "total_charge": 1, "relative_energy_kcal_mol": 15.1, "s_squared": 0.755, "total_energy_ha": -1030.88952, "elements": ["C", "H", "S", "H", "H", "H", "H", "C", "C", "H", "H", "H", "H", "H", "C", "O", "S", "H", "H"], "xyz": [[-1.22311, 0.77930, -0.22532], [-2.13909, -1.13140, 0.27916], [0.29024, -1.27661, -1.33103], [-2.57593, -0.57908, -1.27646], [-3.36300, 0.11459, 0.13543], [0.62420, 1.08166, -1.09694], [-0.65483, 0.72785, 0.70377], [-0.22362, 0.44038, -1.35859], [-2.40254, -0.21438, -0.26031], [-1.70472, 1.74211, -0.38137], [-0.75814, -0.00588, 3.68926], [-0.59705, 0.70459, -2.34609], [3.07626, -0.89845, -1.57378], [3.85854, -0.41683, -0.03771], [2.98544, -0.30852, -0.67558], [-0.02489, 0.25058, 3.10907], [1.62021, -1.20375, 0.28222], [0.49966, -0.53225, 3.18346], [2.71239, 0.72611, -0.81919]]}

***

# 12
{"formula": "C4H12P2", "method": "the ωB97M-V functional and the def2-TZVPD basis", "largest_force_ev_per_a": 3.77, "gap_ev": [7.93, 7.76], "lumo_ev": [-0.8, -0.5], "relative_energy_kcal_mol": 98.9, "total_energy_ha": -842.12649, "elements": ["H", "H", "C", "H", "H", "C", "H", "C", "H", "P", "H", "H", "C", "H", "H", "H", "P", "H"], "xyz": [[2.40530, -0.38784, -0.31293], [-0.16169, 1.73048, -0.89280], [0.52221, 0.95809, -1.08245], [-0.96799, -2.70108, -1.86561], [-3.64816, -0.16490, -0.38351], [1.64113, -1.04679, -0.11011], [1.51605, 1.27150, -1.11539], [0.40839, -0.01746, 0.10844], [0.31640, 0.46811, -2.04964], [-2.49169, 0.49495, -0.06558], [1.27425, 1.33203, 1.55885], [-2.92212, 0.09169, 1.23548], [0.34818, 0.82327, 1.42590], [1.84673, -1.72423, 0.73093], [0.19826, 0.18978, 2.26440], [1.37836, -1.56685, -0.97530], [-1.08552, -1.13477, 0.15388], [-0.57809, 1.38403, 1.37543]]}